(1)
A cluster of 20 separate species, H41O20 in total in a non-equilibrium geometry. Source: the OMol25 dataset; level of theory: ωB97M-V/def2-TZVPD.

Last columns: bonded neighbours and bond lengths (Å).
Positions of all 61 atoms, in Å:
1 O 3.808 -0.661 1.804  H44 0.966, H52 0.974
2 H -1.445 1.951 -0.239  O39 0.968
3 O 2.148 -0.566 3.967  H4 0.953, H5 0.957
4 H 2.599 0.273 3.985  O3 0.953
5 H 2.460 -1.167 4.644  O3 0.957
6 O -0.286 3.905 0.535  H7 0.965, H8 0.951
7 H -0.111 3.283 1.251  O6 0.965
8 H -0.243 4.855 0.507  O6 0.951
9 O 0.978 -0.311 1.195  H10 1.005, H14 1.019
10 H 0.564 0.316 1.862  O9 1.005
11 H -0.481 1.960 3.440  O42 0.967
12 O 0.447 -4.337 -2.566  H26 0.962, H60 0.974
13 H 0.335 -3.695 3.046  O15 0.968
14 H 1.064 0.520 0.610  O9 1.019
15 O 0.048 -3.274 2.222  H13 0.968, H17 0.983
16 H -0.603 -1.964 -3.204  O18 0.965
17 H 0.826 -3.574 1.701  O15 0.983
18 O -0.792 -1.099 -2.821  H16 0.965, H32 1.047
19 H -0.550 0.294 3.690  O42 0.960
20 H 1.521 0.897 -1.259  O51 0.968
21 O -2.561 1.239 2.361  H22 0.974, H23 0.969
22 H -1.944 1.159 3.110  O21 0.974
23 H -3.306 1.764 2.690  O21 0.969
24 O -2.608 -0.488 -1.318  H25 1.001, H46 1.026, H61 1.001
25 H -1.942 0.137 -0.910  O24 1.001
26 H 0.629 -5.276 -2.671  O12 0.962
27 O -3.104 4.004 -0.738  H28 0.972, H29 0.967
28 H -2.506 4.465 -0.125  O27 0.972
29 H -3.942 4.394 -0.455  O27 0.967
30 O 0.508 0.174 -4.822  H31 0.960, H43 0.973
31 H 1.346 0.567 -5.076  O30 0.960
32 H -0.246 -1.200 -1.933  O18 1.047
33 O -3.028 -2.635 -0.046  H34 0.957, H35 0.965
34 H -3.793 -3.026 0.378  O33 0.957
35 H -2.176 -2.864 0.346  O33 0.965
36 O -0.304 -1.652 -0.478  H37 1.050, H38 0.973
37 H 0.000 -1.055 0.332  O36 1.050
38 H 0.337 -2.375 -0.362  O36 0.973
39 O -1.112 1.145 0.180  H2 0.968, H41 1.000
40 H 2.157 -2.589 -4.508  O45 0.964
41 H -1.611 1.230 1.042  O39 1.000
42 O -0.279 1.054 3.169  H11 0.967, H19 0.960
43 H 0.244 0.207 -3.886  O30 0.973
44 H 4.190 0.224 1.868  O1 0.966
45 O 1.227 -2.409 -4.326  H40 0.964, H47 0.983
46 H -2.108 -0.912 -2.107  O24 1.026
47 H 1.050 -1.460 -4.510  O45 0.983
48 O 2.493 -3.167 1.069  H49 0.968, H50 0.966
49 H 3.075 -2.545 0.610  O48 0.968
50 H 2.146 -2.583 1.755  O48 0.966
51 O 1.460 1.582 -0.578  H20 0.968, H53 0.971
52 H 2.877 -0.378 1.827  O1 0.974
53 H 0.576 1.967 -0.699  O51 0.971
54 O 1.904 3.868 2.316  H55 0.967, H56 0.962
55 H 1.928 4.564 1.645  O54 0.967
56 H 2.642 3.347 1.984  O54 0.962
57 O -1.032 2.048 -2.415  H58 0.972, H59 0.970
58 H -1.321 2.799 -1.869  O57 0.972
59 H -1.750 2.154 -3.058  O57 0.970
60 H 0.691 -3.942 -3.423  O12 0.974
61 H -3.095 -1.141 -0.737  O24 1.001

Computed properties:
Kohn-Sham gap (spin up / spin down)	2.8 / 10.6	eV
multiplicity	2
charge	0
HOMO (spin up / spin down)	-2.65 / -10.62	eV
LUMO (spin up / spin down)	0.2 / 0.0	eV

---

(2)
A cluster of 20 separate species, H41O20 in total in a non-equilibrium geometry. Source: the OMol25 dataset; level of theory: ωB97M-V/def2-TZVPD.

Last columns: bonded neighbours and bond lengths (Å).
Positions of all 61 atoms, in Å:
1 O -3.965 -1.279 1.206  H40 0.969, H44 0.990
2 H 3.914 1.059 -3.983  O39 0.965
3 O 3.156 2.848 -0.835  H4 0.957, H5 0.958
4 H 4.026 3.245 -0.791  O3 0.957
5 H 2.430 3.447 -1.009  O3 0.958
6 O -1.123 2.629 1.892  H7 0.973, H8 0.964
7 H -1.056 2.621 2.863  O6 0.973
8 H -1.135 3.564 1.659  O6 0.964
9 O -2.525 2.918 -1.808  H10 0.965, H14 0.971
10 H -2.070 3.279 -2.579  O9 0.965
11 H -1.863 -3.681 0.523  O42 1.017
12 O 1.073 -0.060 0.331  H26 0.951, H60 0.967
13 H 4.424 0.456 1.028  O15 0.966
14 H -2.063 2.099 -1.565  O9 0.971
15 O 4.727 0.210 1.911  H13 0.966, H17 0.960
16 H 0.677 -3.233 -0.220  O18 0.967
17 H 5.631 0.508 2.038  O15 0.960
18 O -0.273 -3.291 -0.389  H16 0.967, H32 0.985
19 H -2.655 -2.925 -0.419  O42 0.999
20 H 0.079 3.429 -0.356  O51 0.978
21 O 2.521 -2.868 0.486  H22 0.961, H23 0.959
22 H 2.736 -2.000 0.839  O21 0.961
23 H 2.624 -3.583 1.116  O21 0.959
24 O -1.240 -0.608 2.281  H25 0.974, H61 0.967
25 H -0.449 -0.587 1.713  O24 0.974
26 H 1.288 -0.976 0.188  O12 0.951
27 O 2.048 -3.100 3.839  H28 0.963, H29 0.963
28 H 1.626 -2.380 4.320  O27 0.963
29 H 1.843 -3.885 4.356  O27 0.963
30 O 2.199 -0.104 2.657  H31 0.963, H43 0.961
31 H 2.894 0.563 2.640  O30 0.963
32 H -0.280 -2.880 -1.284  O18 0.985
33 O -1.589 -0.906 -4.044  H34 0.983, H35 0.988
34 H -1.317 0.029 -4.176  O33 0.983
35 H -1.708 -0.918 -5.024  O33 0.988
36 O 0.639 0.958 -3.175  H37 0.971, H38 0.971
37 H 0.499 1.406 -2.325  O36 0.971
38 H 1.061 1.591 -3.778  O36 0.971
39 O 3.632 0.238 -4.405  H2 0.965, H41 0.963
40 H -4.120 -1.129 2.151  O1 0.969
41 H 2.852 -0.064 -3.928  O39 0.963
42 O -2.848 -3.465 0.399  H11 1.017, H19 0.999, H52 1.038
43 H 2.326 -0.722 3.382  O30 0.961
44 H -3.835 -0.324 0.977  O1 0.990
45 O 0.386 -2.236 -2.758  H46 0.964, H47 0.982
46 H 1.183 -1.766 -3.028  O45 0.964
47 H -0.303 -1.689 -3.195  O45 0.982
48 O -0.659 1.291 4.851  H49 0.963, H50 0.964
49 H -1.465 0.896 4.502  O48 0.963
50 H -0.004 0.585 4.876  O48 0.964
51 O 0.266 4.086 -1.056  H20 0.978, H53 0.990
52 H -3.211 -2.712 1.014  O42 1.038
53 H 0.080 3.499 -1.832  O51 0.990
54 O -4.767 2.327 -0.086  H55 0.965, H56 0.972
55 H -5.387 2.953 0.308  O54 0.965
56 H -4.427 2.861 -0.824  O54 0.972
57 O -2.121 -1.344 -1.337  H58 0.978, H59 0.980
58 H -1.654 -0.485 -1.386  O57 0.978
59 H -2.783 -1.170 -2.038  O57 0.980
60 H 1.504 0.440 1.039  O12 0.967
61 H -1.447 0.335 2.247  O24 0.967

Computed properties:
Kohn-Sham gap (spin up / spin down)	2.7 / 10.2	eV
multiplicity	2
charge	0
HOMO (spin up / spin down)	-2.97 / -10.47	eV
LUMO (spin up / spin down)	-0.3 / -0.3	eV

---

(3)
A cluster of 20 separate species, H41O20 in total in a non-equilibrium geometry. Source: the OMol25 dataset; level of theory: ωB97M-V/def2-TZVPD.

Last columns: bonded neighbours and bond lengths (Å).
Positions of all 61 atoms, in Å:
1 O 0.230 -1.140 3.548  H40 0.955, H44 0.965
2 H -0.855 5.345 2.369  O39 0.963
3 O -0.511 2.653 1.430  H4 0.969, H5 0.989
4 H -0.594 2.928 0.504  O3 0.969
5 H 0.130 3.343 1.731  O3 0.989
6 O 1.831 3.339 -2.842  H7 0.969, H8 0.968
7 H 2.539 3.916 -2.516  O6 0.969
8 H 2.354 3.032 -3.596  O6 0.968
9 O 2.854 2.840 2.413  H10 0.961, H14 0.961
10 H 3.194 3.396 1.708  O9 0.961
11 H -2.973 -4.149 1.737  O42 0.961
12 O -1.015 -5.281 -1.327  H26 0.967, H60 0.960
13 H -0.749 1.302 -1.868  O15 0.963
14 H 2.908 3.346 3.229  O9 0.961
15 O -1.519 0.863 -1.491  H13 0.963, H17 0.960
16 H -1.922 -0.307 0.688  O18 0.960
17 H -1.678 0.121 -2.078  O15 0.960
18 O -1.155 -0.882 0.645  H16 0.960, H19 0.954
19 H -1.044 -1.774 0.966  O18 0.954
20 H 1.709 4.293 -0.808  O51 0.961
21 O -2.274 -2.515 3.145  H22 0.957, H23 0.961
22 H -1.914 -3.333 3.489  O21 0.957
23 H -2.992 -2.196 3.697  O21 0.961
24 O 0.701 -0.826 -3.868  H25 0.959, H61 0.962
25 H 0.286 -1.691 -3.855  O24 0.959
26 H -1.533 -4.635 -0.829  O12 0.967
27 O -2.352 -3.262 -4.872  H28 0.955, H29 0.964
28 H -2.806 -2.428 -4.978  O27 0.955
29 H -2.599 -3.478 -3.965  O27 0.964
30 O -3.193 -3.651 -0.986  H31 0.962, H43 0.963
31 H -4.062 -3.911 -0.666  O30 0.962
32 H 1.548 0.027 1.868  O45 0.965
33 O -3.158 0.751 2.835  H34 0.958, H35 0.959
34 H -2.773 1.522 2.415  O33 0.958
35 H -2.491 0.261 3.318  O33 0.959
36 O 2.545 0.959 -0.846  H37 0.978, H38 0.965
37 H 2.674 0.188 -0.258  O36 0.978
38 H 2.446 0.468 -1.671  O36 0.965
39 O -0.087 4.881 2.719  H2 0.963, H41 0.960
40 H 0.713 -1.330 4.350  O1 0.955
41 H 0.423 5.541 3.195  O39 0.960
42 O -2.234 -4.694 1.454  H11 0.961, H52 0.959
43 H -3.361 -2.898 -1.563  O30 0.963
44 H 0.191 -2.042 3.207  O1 0.965
45 O 0.841 0.353 1.297  H32 0.965, H46 0.979, H47 1.062
46 H 0.640 1.303 1.172  O45 0.979
47 H -0.062 -0.144 1.044  O45 1.062
48 O 0.808 1.870 -5.141  H49 0.964, H50 0.965
49 H 1.569 1.284 -5.051  O48 0.964
50 H 0.217 1.448 -4.505  O48 0.965
51 O 1.024 4.395 -0.141  H20 0.961, H53 0.957
52 H -1.523 -4.059 1.560  O42 0.959
53 H 0.711 5.298 -0.184  O51 0.957
54 O 3.786 0.175 1.525  H55 0.962, H56 0.972
55 H 4.170 -0.278 2.282  O54 0.962
56 H 3.610 1.042 1.927  O54 0.972
57 O 2.264 -1.769 0.104  H58 0.966, H59 0.967
58 H 1.785 -1.561 -0.709  O57 0.966
59 H 3.163 -1.792 -0.253  O57 0.967
60 H -1.624 -5.555 -2.016  O12 0.960
61 H 1.192 -0.899 -4.692  O24 0.962

Computed properties:
Kohn-Sham gap	10.1	eV
charge	+1
HOMO	-12.72	eV
LUMO	-2.6	eV